Density functional theory data (ωB97M-V/def2-TZVPD) for a cluster of 8 separate species, C32H84BN7O15 in total in a non-equilibrium geometry.

Values from the calculation:
Kohn-Sham gap, eV: 8.19
LUMO level, eV: -12.22
Total charge: +6
Energy, hartree: -2804.1949

The geometry in XYZ format:
```
139
Properties=species:S:1:pos:R:3:lowdin_charge:R:1
O -3.464 -17.629 16.793 0.1521
C -2.962 -18.663 16.402 -0.3500
O -2.764 -19.776 17.127 0.2298
B -1.880 -20.674 16.375 -0.8355
O -1.844 -20.134 14.994 0.2400
C -2.372 -18.946 15.055 -0.3720
O -2.338 -18.050 14.206 0.1201
O -2.212 -22.135 16.425 0.2048
C -1.409 -22.772 17.214 -0.3153
O -1.479 -23.995 17.517 0.0446
C -0.173 -21.811 17.463 -0.4054
O -0.506 -20.710 16.917 0.2690
O 0.852 -22.112 17.999 0.1426
C -1.439 -15.391 18.197 -0.0205
C -1.096 -15.176 16.722 -0.2550
C -2.263 -14.929 15.718 -0.1678
O -2.905 -13.667 16.017 -0.1797
C -3.924 -13.351 15.054 -0.0654
N -0.036 -14.044 16.598 0.2477
H 0.396 -14.021 15.686 0.1676
H -0.451 -13.150 16.817 0.1702
H 0.718 -14.055 17.271 0.1666
H -1.938 -14.530 18.641 0.1032
H -0.488 -15.338 18.727 0.0835
H -1.947 -16.307 18.499 0.0878
H -0.521 -16.054 16.427 0.1376
H -2.992 -15.736 15.640 0.0984
H -1.840 -14.812 14.720 0.1143
H -4.625 -14.172 14.906 0.0808
H -3.557 -13.141 14.050 0.0916
H -4.421 -12.459 15.436 0.1098
C -6.617 -17.776 15.127 -0.0243
C -6.656 -19.279 15.428 -0.2599
C -6.599 -19.599 16.967 -0.1251
O -6.726 -21.005 17.216 -0.1733
C -5.526 -21.729 17.066 -0.0975
N -7.850 -20.012 14.757 0.2641
H -7.677 -20.016 13.761 0.1669
H -8.097 -20.905 15.157 0.1648
H -8.693 -19.461 14.838 0.1753
H -5.634 -17.343 15.311 0.0769
H -7.341 -17.158 15.658 0.1062
H -6.812 -17.579 14.073 0.0925
H -5.748 -19.607 14.924 0.1278
H -7.419 -19.215 17.572 0.1521
H -5.696 -19.204 17.433 0.1267
H -4.794 -21.359 17.785 0.0882
H -5.168 -21.698 16.037 0.0757
H -5.614 -22.798 17.259 0.0973
C 5.850 -23.985 20.057 -0.0171
C 4.566 -23.181 20.344 -0.2637
C 4.958 -21.730 20.509 -0.1963
O 3.766 -21.051 20.796 -0.2054
C 3.830 -19.742 21.357 -0.0640
N 3.561 -23.315 19.180 0.2415
H 2.974 -22.508 19.024 0.1171
H 4.095 -23.468 18.336 0.1551
H 2.887 -24.028 19.421 0.1384
H 6.325 -23.771 19.100 0.0997
H 5.656 -25.052 20.162 0.0703
H 6.626 -23.825 20.805 0.1121
H 4.018 -23.585 21.195 0.1630
H 5.555 -21.274 19.720 0.1503
H 5.564 -21.707 21.415 0.1500
H 4.093 -19.833 22.411 0.1027
H 2.775 -19.475 21.412 0.0889
H 4.352 -18.911 20.883 0.1006
C -0.233 -26.505 16.186 -0.0353
C 1.097 -26.087 16.815 -0.2697
C 1.660 -27.087 17.778 -0.1594
O 2.848 -26.494 18.391 -0.2164
C 3.489 -27.358 19.334 -0.0670
N 2.120 -25.765 15.658 0.2679
H 3.086 -25.681 15.941 0.1603
H 2.078 -26.488 14.954 0.1700
H 1.895 -24.855 15.280 0.1603
H -0.689 -25.801 15.490 0.0589
H -1.017 -26.476 16.942 0.0826
H -0.269 -27.437 15.622 0.1074
H 0.974 -25.161 17.376 0.1293
H 1.887 -28.047 17.314 0.1495
H 0.939 -27.364 18.547 0.1426
H 4.473 -26.933 19.530 0.0822
H 3.785 -28.267 18.810 0.1032
H 3.008 -27.679 20.258 0.1083
C -2.598 -23.414 13.666 -0.0195
C -2.392 -24.184 12.316 -0.2610
C -1.903 -25.618 12.540 -0.1725
O -1.906 -26.209 11.225 -0.1870
C -1.379 -27.500 11.128 -0.0824
N -3.699 -24.179 11.524 0.2499
H -3.675 -24.377 10.534 0.1794
H -4.324 -24.834 11.972 0.1739
H -4.178 -23.297 11.637 0.1615
H -3.127 -22.462 13.635 0.0835
H -1.601 -23.247 14.073 0.0848
H -3.068 -24.127 14.343 0.0908
H -1.712 -23.644 11.657 0.1574
H -2.540 -26.178 13.224 0.1365
H -0.890 -25.682 12.939 0.1222
H -1.533 -27.972 10.158 0.1164
H -1.873 -28.156 11.845 0.0943
H -0.332 -27.574 11.423 0.0920
C -3.429 -23.567 20.734 -0.0062
C -3.192 -25.060 20.980 -0.2822
C -4.351 -26.048 20.657 -0.1587
O -3.895 -27.392 20.877 -0.2114
C -4.919 -28.345 21.129 -0.0636
N -1.962 -25.524 20.260 0.2326
H -2.008 -25.373 19.262 0.1218
H -1.096 -25.208 20.671 0.1724
H -1.996 -26.519 20.426 0.1459
H -4.482 -23.376 20.943 0.1035
H -3.252 -23.298 19.693 0.0597
H -2.730 -22.957 21.307 0.0962
H -3.038 -25.336 22.023 0.1662
H -4.743 -25.983 19.643 0.1324
H -5.189 -25.849 21.325 0.1461
H -4.492 -29.346 21.068 0.1025
H -5.525 -28.320 20.223 0.0951
H -5.518 -28.355 22.039 0.1117
C -0.037 -18.654 12.302 -0.0230
C -0.406 -17.836 10.995 -0.2579
C -1.442 -16.799 11.322 -0.2370
O -1.715 -15.868 10.329 -0.1591
C -2.861 -16.157 9.503 -0.0503
N 0.821 -17.292 10.256 0.2513
H 1.476 -17.997 9.949 0.1710
H 0.518 -16.921 9.367 0.1702
H 1.381 -16.617 10.757 0.1775
H 0.857 -19.271 12.215 0.0827
H -0.926 -19.203 12.612 0.0611
H 0.160 -18.045 13.184 0.0775
H -0.760 -18.505 10.210 0.1531
H -1.061 -16.193 12.145 0.1332
H -2.335 -17.318 11.671 0.1275
H -3.044 -15.329 8.817 0.1073
H -3.738 -16.351 10.120 0.0938
H -2.705 -16.945 8.767 0.0890
```


Density functional theory data (ωB97M-V/def2-TZVPD) for a structure of composition C21H31B2F4GeN6O4Re in a non-equilibrium geometry.

Values from the calculation:
Kohn-Sham gap (spin up / spin down), eV: 5.47 / 5.54
LUMO level (spin up / spin down), eV: -12.19 / -12.22
⟨S²⟩: 0.92
Relative energy (zero: lowest compared OMol25 entry of this formula, charge and spin), kcal/mol: 12.5
Total charge: +3
Multiplicity: 2
Energy, hartree: -4051.8607

The geometry in XYZ format:
```
70
Properties=species:S:1:pos:R:3:lowdin_charge:R:1
Re 0.741 -0.255 0.561 1.7129
C -3.560 0.814 0.345 0.0645
C -2.085 0.762 0.323 -0.1755
N -1.355 -0.272 0.598 -0.0935
O -2.003 -1.408 1.047 -0.1755
B -1.859 -2.714 -0.038 -1.0423
F -2.568 -3.673 0.562 0.2626
F -2.289 -2.165 -1.195 0.2519
O -0.426 -3.032 -0.030 0.0580
N 0.271 -1.999 -0.599 -0.0837
C 0.527 -2.071 -1.865 -0.1762
C 0.238 -3.238 -2.719 0.0596
C 1.089 -0.824 -2.432 -0.1921
N 1.173 0.129 -1.568 -0.0513
O 1.484 1.330 -2.047 0.1116
B 2.061 2.269 -1.028 -1.0357
F 3.004 1.543 -0.300 0.1635
F 2.475 3.390 -1.600 0.2869
O 0.888 2.644 -0.071 0.0704
N 0.014 1.680 0.183 -0.1121
C -1.247 1.926 0.003 -0.1768
C -1.790 3.221 -0.465 0.0604
C 1.405 -0.663 -3.870 0.0474
H -4.005 -0.170 0.446 0.1053
H -3.910 1.278 -0.580 0.1259
H -3.894 1.465 1.160 0.1289
H -0.417 -3.953 -2.234 0.1075
H 1.186 -3.737 -2.955 0.1361
H -0.191 -2.914 -3.667 0.1237
H -0.993 3.939 -0.633 0.1100
H -2.495 3.622 0.267 0.1213
H -2.342 3.072 -1.397 0.1249
H 1.793 -1.591 -4.287 0.1081
H 2.119 0.144 -4.014 0.1110
H 0.497 -0.403 -4.424 0.1316
N 2.756 -1.114 0.497 0.0242
C 3.612 -0.559 1.553 -0.2120
C 4.896 -0.982 1.758 0.0424
C 5.676 -0.376 2.761 0.0004
C 5.160 0.639 3.518 0.0388
C 3.836 1.094 3.309 -0.1094
C 3.265 2.160 4.035 0.0809
C 1.984 2.561 3.746 0.0201
C 1.273 1.903 2.745 -0.0790
N 1.765 0.886 2.042 -0.0636
C 3.050 0.476 2.315 -0.1703
H 2.700 -2.124 0.624 0.1323
H 3.197 -0.962 -0.411 0.1335
H 5.325 -1.770 1.150 0.1414
H 6.692 -0.714 2.914 0.1359
H 5.760 1.116 4.282 0.1428
H 3.844 2.661 4.801 0.1502
H 1.516 3.383 4.268 0.1361
H 0.266 2.220 2.511 0.1214
C -0.939 -3.627 3.405 -0.0568
Ge -1.613 -1.779 2.926 0.9564
C -3.563 -2.309 3.265 -0.0733
C -1.572 -0.027 3.849 -0.1197
C 0.581 -1.506 2.198 -0.1592
H -1.551 -3.906 4.261 0.0660
H 0.116 -3.616 3.660 0.0459
H -1.152 -4.270 2.555 0.0630
H -3.637 -2.568 4.319 0.0588
H -3.775 -3.155 2.619 0.0479
H -4.155 -1.429 3.024 0.0482
H -2.263 -0.098 4.688 0.0581
H -1.925 0.755 3.175 0.0337
H -0.573 0.215 4.205 0.0256
H 0.703 -2.558 1.947 0.0156
H 1.086 -1.262 3.131 0.0541
```


Q: Which value of energy does entry 1 give?
A: -2804.1949 hartree


Q: Among the records above, which one has the highest energy?
A: C32H84BN7O15


Q: Among the records above, which one has the highest energy?
A: C32H84BN7O15